No. 1
A cluster of 3 separate species, C19H17N2O9PS in total, computed with wB97M-V/def2-TZVPD.

Cartesian coordinates (Å):
C  0.3304  -1.8725  1.4999
C  -3.1181  6.6650  -0.7343
O  -1.4591  2.1173  -0.2286
O  4.8626  -1.2321  0.5002
H  -2.6235  6.0920  -4.3739
C  -1.9938  3.0774  -0.6697
S  1.3452  4.6759  -1.0360
H  -1.1223  7.0274  -1.5621
H  0.7252  0.9958  -0.2618
H  1.8518  -9.0335  -1.1454
H  -3.1909  7.0697  0.2770
C  2.3140  -0.3199  0.3065
H  3.5522  -9.2759  0.6314
O  -2.4461  8.4026  -3.7841
C  2.7476  -7.6986  1.8385
H  1.9255  -3.1956  2.0711
O  -1.0707  -5.5371  0.2028
C  -1.7163  4.5210  -0.4041
N  -0.2440  -5.6107  1.0873
H  3.0964  0.2686  -0.1487
C  1.8232  -8.3914  -0.2758
O  -0.2230  -4.8963  2.0721
C  -0.0013  -0.6950  0.8410
C  1.7584  -6.7367  1.9639
O  4.2629  -2.9986  1.5711
C  -2.8209  5.2032  -0.7212
P  -0.1050  5.0330  0.1907
C  -2.1258  7.4668  -1.5983
H  1.7194  -6.0833  2.8223
C  2.6186  -1.4991  0.9621
C  -3.8350  4.1685  -1.1314
C  -2.5021  7.4644  -3.0582
C  1.6521  -2.2826  1.5644
H  -0.3064  6.3838  0.5074
C  0.8155  -6.6270  0.9589
O  -5.0189  4.2185  -1.0638
N  4.0236  -1.9434  1.0156
H  -0.4356  -2.4789  1.9603
H  -1.0339  -0.3778  0.7825
C  0.9878  0.0804  0.2490
C  2.7788  -8.5249  0.7231
O  -3.1237  3.0232  -1.4789
H  -2.0303  8.4955  -1.2568
C  0.8280  -7.4343  -0.1633
H  0.0763  -7.3136  -0.9287
H  3.4947  -7.8011  2.6133
O  -2.9107  6.2282  -3.4606
H  -0.0167  4.4011  1.4379
H  -4.1161  6.7806  -1.1648

The lowest unoccupied orbital energy is -0.0513 Eh. Its orbital gap is 0.3030 Ha. The HOMO energy comes out at -0.35430 Eh.

Atomic partial charges in e from the Mulliken method, atoms 1 to 5: number 1, C, carries -0.434; number 2, C, carries -0.909; number 3, O, carries -0.429; number 4, O, carries -0.616; number 5, H, carries 0.330

---

No. 2
An isolated molecule of C19H17NO5, computed with wB97M-V/def2-TZVPD.

Cartesian coordinates (Å):
C  1.3203  0.1931  1.4195
H  -1.1240  2.3091  -5.8787
O  -1.5362  1.2342  -4.1914
C  2.1009  -2.0082  1.5187
H  -1.6372  -0.9468  2.9198
H  3.9719  -4.8736  1.3886
C  -2.5144  1.4093  1.7526
O  -3.2312  3.4753  0.5639
C  -1.5718  0.4694  -0.1396
H  -0.2532  3.6423  -3.2472
H  -2.4357  2.9692  -2.2476
H  -2.2203  3.1510  -4.7441
C  -1.0532  -0.6972  2.0027
H  3.1559  -3.1000  -0.0613
C  -2.7861  2.3107  0.6005
C  3.2891  -4.1210  1.8219
C  -1.4947  1.1151  -2.8247
C  2.8287  -3.0735  0.9994
H  -0.9318  -1.6672  1.4978
H  3.3247  -4.9715  3.8402
C  -0.9002  -0.0784  -2.4342
O  1.7734  -0.9695  0.6826
O  0.8832  -1.0802  3.4479
C  2.1786  -3.0959  3.7220
H  0.7524  2.5449  -4.2354
C  2.9464  -4.1472  3.1958
H  1.8256  -3.0913  4.7504
O  -2.6999  1.6562  2.9431
H  -0.5154  -0.8031  -3.1696
H  2.1780  0.6721  1.8267
C  -0.9117  -0.3762  -1.0627
H  0.9196  0.8985  0.7015
C  -2.1688  1.6429  -0.5585
H  0.1695  4.0766  -4.8879
C  -2.1285  1.9855  -1.8961
C  1.7397  -2.0505  2.9218
H  -0.4421  -1.2759  -0.6998
N  -1.8115  0.2954  1.2180
C  0.2979  -0.1556  2.5260
C  -0.0770  3.2231  -4.2479
H  0.1054  0.7919  3.0750
C  -1.3162  2.5169  -4.8099

The lowest unoccupied orbital energy is -0.0482 Eh. Its orbital gap is 0.2582 Ha. The HOMO energy comes out at -0.30642 Eh.

Atomic partial charges in e from the Mulliken method, atoms 1 to 5: number 1, C, carries -0.817; number 2, H, carries 0.346; number 3, O, carries -0.488; number 4, C, carries 0.632; number 5, H, carries 0.253

---

No. 3
A structure of composition C19H18AuNOS, computed with wB97M-V/def2-TZVPD.

Cartesian coordinates (Å):
C  -3.9045  -1.2816  0.8714
H  0.5312  2.9615  2.2716
H  -3.0486  -1.5906  2.9008
H  3.9745  0.3602  -2.6713
C  4.0547  -3.0123  -3.2375
H  2.9978  -0.8110  1.6579
C  -3.2979  -1.2633  -0.4466
H  2.9511  0.8681  -0.6055
C  3.1537  -1.1271  -1.3103
H  4.4145  -3.7363  -3.9679
H  4.7807  -1.2928  -4.3447
C  3.8133  -0.7127  -2.5195
C  -0.3851  2.4563  0.3175
H  -3.3052  4.0719  0.5670
C  2.2032  -0.4446  0.9881
C  -1.7161  2.6727  -0.2885
C  -2.8868  -1.4557  1.8319
H  2.4078  -2.8607  -0.2464
H  0.4463  1.9752  -0.2058
H  -1.1086  -1.6810  -1.0013
C  2.7753  -0.1800  -0.3648
C  -1.6192  3.5133  1.9772
C  -4.3359  3.0889  2.8107
H  -0.6730  -1.7276  1.6684
H  1.7031  0.4794  1.3605
H  -1.7588  4.2098  2.8024
C  -0.3350  2.9324  1.6089
N  -5.2186  3.6606  3.3302
H  3.2160  -4.5140  -1.9164
Au  -2.4245  0.7283  -0.5821
O  1.6178  -1.6213  1.1921
H  -4.9715  -1.2240  1.0760
C  4.2627  -1.6368  -3.4468
C  2.9336  -2.5401  -1.1460
S  -3.0989  2.1597  2.0959
C  3.3849  -3.4502  -2.0813
H  -3.7906  -1.4689  -1.3935
C  -1.6307  -1.5421  1.1837
H  -1.7784  3.0837  -1.2987
C  -1.8344  -1.4280  -0.2306
C  -2.5000  3.3807  0.7931

The lowest unoccupied orbital energy (alpha / beta) is -0.0346 / -0.0539 Eh. Its spin multiplicity is 3. Its orbital gap (alpha / beta) is 0.2177 / 0.1984 Ha. The HOMO energy (alpha / beta) comes out at -0.25231 / -0.25229 Eh.

Atomic partial charges in e from the Mulliken method, atoms 1 to 5: number 1, C, carries -0.618; number 2, H, carries 0.460; number 3, H, carries 0.434; number 4, H, carries 0.296; number 5, C, carries -0.358

---

Results for ΔE to the lowest compared entry with this formula, charge and spin: 0.0; 248.8; 0.0 (in kJ/mol, following the order of the records).
Results for total energy: -61505.1379; -31704.9734; -38051.1348 (in eV, following the order of the records).
Results for largest force on an atom: 1.0; 4.7; 2.4 (in eV Å⁻¹, following the order of the records).